Below is a 2-piece molecular cluster, C5H13NO overall in a non-equilibrium geometry, with properties calculated with wB97M-V/def2-TZVPD.

Output
E_LUMO = 0.951 eV
E_HOMO = -9.616 eV
total charge = 0
ΔE to the lowest compared entry with this formula, charge and spin = 73.7 kJ/mol

The geometry in XYZ format:
```
20
Properties=species:S:1:pos:R:3:forces:R:3:nbo_charge:R:1
H -1.571373 0.341175 2.019931 0.5 0.0 -0.5 0.21
O 0.947111 2.964870 -0.485108 -0.7 0.4 0.3 -0.98
H 0.232583 -2.417698 0.111108 0.3 0.3 -0.2 0.19
H -1.424199 -0.896664 -1.386934 0.6 -0.1 0.0 0.17
C 0.358101 -0.704243 1.429521 -0.2 -0.1 0.2 -0.42
H -1.755109 -0.995080 0.846600 0.3 -0.2 0.6 0.16
H 1.108549 0.104558 1.519634 -0.7 0.1 0.3 0.21
H 1.906744 -1.846224 0.369250 -0.5 0.1 0.2 0.21
H -0.594133 0.451164 -2.217854 -0.5 0.3 0.8 0.21
H 1.434889 0.295091 -0.889740 -0.2 -0.5 -0.1 0.22
C 0.860518 -1.513476 0.227372 0.2 0.2 -0.4 -0.40
C -0.641831 -0.121974 -1.271967 1.0 0.6 0.9 -0.24
C -1.093349 -0.164451 1.158943 1.1 -0.5 -0.7 -0.23
H 0.290318 3.696868 -0.452677 0.7 -0.9 0.0 0.46
N -1.000343 0.721604 -0.030900 -0.9 -0.4 -1.4 -0.65
H -1.973046 0.979038 -0.241527 0.5 0.4 0.3 0.36
H 0.411475 -1.316974 2.349929 -0.2 0.3 -0.4 0.21
C 0.813609 -0.609356 -1.036154 -0.7 -0.9 0.2 -0.42
H 1.217102 -1.157094 -1.909441 -0.3 0.3 0.3 0.21
H 0.472385 2.188866 -0.109987 -0.1 0.5 -0.3 0.49
```
Positions in Å, forces in eV/Å.